ORCA calculation (the ωB97M-V functional and the def2-TZVPD basis) on a gas-phase ion, C6H14NO (charge -1).

The geometry in ORCA input format:
```
! wB97M-V def2-TZVPD RIJCOSX def2/J DEFGRID3
* xyz -1 1
N 0.08 2.59 -1.80
C -0.60 2.15 -0.52
C -1.50 0.84 -0.81
C -0.64 -0.41 -0.94
C -0.28 -1.02 0.51
C 1.20 -1.44 0.75
C 1.58 -2.06 2.21
O 2.67 -2.83 2.13
H 0.26 3.63 -1.94
H -0.38 2.31 -2.68
H 0.31 1.65 0.18
H -1.19 3.01 -0.01
H -1.99 1.08 -1.68
H -2.18 0.62 -0.05
H -1.22 -1.25 -1.51
H 0.26 -0.11 -1.47
H -1.15 -1.85 0.52
H -0.58 -0.29 1.32
H 1.51 -2.19 0.10
H 1.73 -0.44 0.67
H 1.46 -1.26 2.84
H 0.65 -2.72 2.20
*
```

The value obtained for the energy is -9983.799 eV. The HOMO energy comes out at -1.961 eV. As for the molar mass: 116.18 g/mol. The value obtained for the LUMO energy is 3.31 eV. The relative energy (zero: lowest compared OMol25 entry of this formula, charge and spin) comes out at 2.8249 eV. Its SMILES is NCCCCCC[O-].

Here are the Mulliken charges for atoms 1 to 5, given in e:
1 N -0.567
2 C -0.159
3 C -1.127
4 C -0.582
5 C -0.433